{"formula": "C4H10N2O2Si", "method": "ωB97M-V/def2-TZVPD", "elements": ["C", "N", "Si", "N", "C", "O", "C", "H", "H", "H", "H", "H", "H", "H", "H", "C", "O", "H", "H"], "coordinates": [[-1.960, -1.741, -1.486], [-2.129, -0.967, -0.515], [-0.987, 0.002, 0.332], [0.411, -0.236, 1.167], [1.196, -1.397, 1.656], [-1.704, 1.393, 0.146], [-1.287, 2.578, 0.676], [-2.758, -2.282, -1.981], [-0.964, -2.155, -1.743], [1.593, -1.902, 0.821], [1.855, -0.913, 2.342], [0.519, -2.011, 2.102], [-0.188, 2.659, 0.840], [-1.648, 2.706, 1.639], [-1.721, 3.424, 0.036], [1.384, 0.286, -2.081], [0.264, -0.097, -2.322], [1.582, 0.240, -0.987], [2.209, 0.764, -2.712]], "forces_ev_per_a": [[1.27, -1.46, 0.75], [-0.49, 0.17, -0.11], [2.60, -2.49, 0.83], [-2.56, 0.71, -1.55], [-0.92, 3.43, -1.41], [-0.52, -0.13, -0.59], [1.12, 2.90, -1.23], [-0.62, 0.30, -0.09], [-0.22, 0.61, -0.36], [1.25, -0.67, -0.71], [1.06, -0.61, 0.47], [-1.44, -2.11, 1.78], [-0.51, -0.02, -0.76], [-1.14, 0.23, 1.97], [0.96, -1.04, 0.83], [0.12, 0.40, 2.06], [0.51, 0.41, -1.46], [0.89, 0.17, -0.25], [-1.33, -0.78, -0.19]], "mulliken_charge": [-0.191, -0.364, 0.421, -0.374, -0.791, -0.237, -0.648, 0.296, 0.199, 0.246, 0.295, 0.318, 0.325, 0.296, 0.229, 0.016, -0.400, 0.121, 0.243], "energy_ha": -707.818536, "e_above_lowest_kj_mol": 439.0, "total_charge": 0, "lumo_ha": 0.0186, "smiles": "C=N/[Si](=N\\C)OC.C=O", "homo_ev": -8.336}

{"formula": "C12H17N3O2", "method": "ωB97M-V/def2-TZVPD", "elements": ["C", "C", "C", "C", "N", "C", "O", "C", "O", "N", "H", "C", "C", "C", "C", "N", "C", "C", "H", "H", "H", "H", "H", "H", "H", "H", "H", "H", "H", "H", "H", "H", "H", "H"], "coordinates": [[0.092, -2.293, -2.625], [-0.102, -2.042, -4.035], [0.581, -0.881, -4.521], [0.052, 0.549, -4.065], [0.441, 0.996, -2.776], [-0.139, 1.102, -1.777], [-1.235, 1.161, -1.777], [0.500, 1.229, -0.487], [1.746, 1.154, -0.523], [-0.153, 1.516, 0.646], [-1.163, 1.258, 0.382], [0.240, 1.533, 1.839], [-0.149, 0.668, 2.857], [-0.116, -0.927, 2.382], [-0.638, -1.807, 3.204], [-0.688, -1.636, 4.434], [-0.680, -0.257, 4.996], [-0.301, 0.718, 4.147], [-0.451, 1.580, 4.700], [-0.908, -0.352, 5.979], [-0.664, -2.851, 2.832], [0.256, -1.176, 1.225], [0.046, 2.438, 2.375], [1.609, 1.546, 1.824], [1.290, 0.662, -2.640], [0.343, 1.320, -4.696], [-0.982, 0.658, -4.047], [0.499, -0.913, -5.733], [1.820, -0.852, -4.490], [-1.066, -1.965, -4.431], [0.272, -3.013, -4.699], [-0.684, -1.490, -2.182], [1.058, -2.265, -2.321], [-0.371, -3.131, -2.450]], "forces_ev_per_a": [[-4.03, 5.33, 0.25], [2.33, -3.91, -3.25], [3.90, 3.87, -4.47], [-0.34, -1.56, -0.13], [8.53, -1.63, -11.95], [2.27, 1.02, 9.90], [-18.39, 1.00, 1.36], [7.15, 0.36, 1.94], [-0.92, -0.11, 0.48], [-7.10, -2.02, -10.46], [1.26, 0.93, 1.03], [8.41, 3.69, 7.81], [0.93, -11.06, -4.05], [1.10, 7.17, -4.79], [1.60, -3.88, -3.28], [-2.42, 4.36, 8.12], [1.28, -8.20, -5.34], [-1.83, 2.19, 3.71], [0.39, 2.86, 0.34], [-0.35, 0.83, 2.84], [-0.40, 0.29, 0.28], [-1.31, 0.70, 3.29], [0.08, 2.00, -0.28], [-3.91, -0.13, -0.11], [5.75, -0.93, 0.85], [0.99, 0.99, -1.78], [-2.21, -0.60, -0.37], [-0.09, 0.51, 2.67], [-3.04, -0.31, 0.61], [-2.07, 0.01, 0.29], [-0.47, 2.21, 1.56], [2.25, -1.43, 0.11], [2.73, 0.35, 1.15], [-2.06, -4.90, 1.68]], "mulliken_charge": [-1.239, -0.337, -0.517, -0.994, -0.090, 0.546, -0.607, 0.429, -0.734, 0.070, 0.296, -1.053, 0.852, -0.112, -0.147, -0.546, -0.413, -0.627, 0.373, 0.509, 0.320, 0.033, 0.399, 0.226, 0.221, 0.357, 0.564, 0.283, 0.266, 0.324, 0.270, 0.097, 0.396, 0.586], "energy_ha": -781.837659, "e_above_lowest_kj_mol": 1021.3, "total_charge": 0, "lumo_ha": -0.0015, "homo_ev": -8.720}

{"formula": "C46H39Co2O10P", "method": "ωB97M-V/def2-TZVPD", "elements": ["C", "C", "O", "C", "C", "C", "O", "O", "C", "C", "C", "C", "C", "C", "O", "C", "C", "C", "O", "H", "H", "H", "H", "H", "H", "H", "H", "H", "H", "H", "H", "H", "H", "H", "H", "H", "O", "C", "Co", "C", "O", "C", "O", "C", "C", "C", "C", "C", "C", "C", "C", "C", "Co", "C", "O", "C", "O", "P", "C", "C", "C", "C", "C", "C", "C", "C", "C", "C", "C", "C", "C", "C", "C", "C", "C", "C", "H", "H", "H", "H", "H", "H", "H", "H", "H", "H", "H", "H", "H", "H", "H", "H", "H", "H", "H", "H", "H", "H"], "coordinates": [[0.052, 0.051, 6.453], [-0.652, 0.831, 5.375], [-1.849, 0.132, 4.970], [-2.639, 0.825, 4.060], [-2.912, 0.185, 2.745], [-2.143, -1.059, 2.472], [-2.353, -1.827, 1.544], [-1.089, -1.335, 3.324], [-1.106, -2.646, 3.938], [-0.227, -2.758, 5.161], [-4.044, 0.583, 1.932], [-4.567, -0.228, 0.871], [-5.754, 0.062, 0.229], [-6.494, 1.215, 0.587], [-7.732, 1.390, 0.007], [-8.485, 2.477, 0.571], [-5.965, 2.096, 1.572], [-4.779, 1.779, 2.212], [-3.088, 1.917, 4.417], [0.548, 0.760, 7.109], [-0.635, -0.540, 7.068], [0.842, -0.595, 6.058], [-1.173, 1.705, 5.767], [0.019, 1.100, 4.538], [-2.135, -2.974, 4.149], [-0.663, -3.160, 3.083], [-0.042, -3.817, 5.364], [0.759, -2.298, 5.024], [-0.699, -2.363, 6.072], [-4.033, -1.130, 0.610], [-6.178, -0.600, -0.529], [-9.458, 2.487, 0.071], [-8.615, 2.317, 1.659], [-7.951, 3.428, 0.389], [-6.506, 3.000, 1.876], [-4.412, 2.428, 2.999], [-2.874, 2.334, -1.847], [-1.833, 1.872, -1.610], [-0.186, 1.228, -1.339], [0.603, 1.998, 0.063], [1.170, 2.467, 0.962], [-0.217, -0.390, -0.720], [-0.208, -1.475, -0.299], [0.665, 0.689, -3.143], [1.021, 2.012, -2.717], [0.358, 3.213, -2.989], [0.488, 4.375, -2.198], [-0.556, 5.345, -2.201], [-0.551, 6.358, -1.256], [0.500, 6.459, -0.328], [1.545, 5.526, -0.334], [1.541, 4.492, -1.256], [2.444, 0.605, -2.738], [3.502, 1.522, -1.693], [4.147, 2.237, -1.021], [3.203, 0.637, -4.308], [3.664, 0.729, -5.366], [2.653, -1.505, -2.107], [2.768, -1.849, -0.291], [2.972, -3.126, 0.255], [2.988, -3.280, 1.654], [2.818, -2.168, 2.495], [2.635, -0.895, 1.939], [2.624, -0.742, 0.552], [1.317, -2.573, -2.808], [0.475, -3.389, -2.038], [-0.618, -4.029, -2.639], [-0.883, -3.843, -4.003], [-0.062, -2.999, -4.765], [1.039, -2.366, -4.167], [4.210, -2.164, -2.823], [4.219, -3.169, -3.799], [5.432, -3.520, -4.409], [6.620, -2.868, -4.046], [6.596, -1.850, -3.080], [5.388, -1.494, -2.463], [0.241, 0.618, -4.129], [-0.390, 3.166, -3.757], [-1.388, 5.228, -2.906], [-1.377, 7.073, -1.227], [0.494, 7.253, 0.422], [2.359, 5.580, 0.389], [2.337, 3.747, -1.274], [3.090, -3.994, -0.405], [3.129, -4.277, 2.089], [2.834, -2.287, 3.584], [2.493, -0.016, 2.583], [2.491, 0.262, 0.118], [0.667, -3.536, -0.972], [-1.279, -4.657, -2.028], [-1.738, -4.342, -4.470], [-0.272, -2.832, -5.829], [1.669, -1.683, -4.760], [3.286, -3.672, -4.081], [5.445, -4.307, -5.172], [7.565, -3.150, -4.520], [7.522, -1.332, -2.803], [5.360, -0.683, -1.718]], "forces_ev_per_a": [[0.56, 0.07, 0.24], [-1.97, 0.45, 0.05], [0.24, -0.42, -0.19], [-0.59, 0.26, -1.57], [2.15, -1.30, 2.35], [-1.09, 0.96, -0.22], [0.02, -0.29, 0.30], [0.05, 0.21, 0.63], [0.38, 0.60, -1.88], [-0.01, -0.09, 0.41], [-1.24, 0.54, -0.62], [0.40, 0.28, 0.63], [-0.87, 1.18, 0.30], [1.13, -0.07, 0.89], [-0.72, 0.82, 0.21], [0.55, -0.58, -0.31], [-0.76, -0.75, -0.90], [0.68, -0.72, -0.03], [0.37, -0.36, 0.24], [0.13, 0.19, 0.23], [0.05, 0.21, -0.24], [-0.33, 0.09, 0.11], [1.13, 0.76, 0.29], [-0.44, -0.27, 0.13], [0.27, 0.10, -0.18], [-0.26, -1.34, 0.50], [-0.06, -0.11, -0.15], [-0.35, -0.03, -0.11], [0.18, 0.02, -0.50], [-0.03, 0.11, 0.00], [0.21, 0.14, 0.16], [0.21, -0.04, 0.05], [0.00, 0.19, -0.43], [-0.37, -0.27, 0.14], [0.36, -0.45, -0.17], [-0.08, -0.11, -0.25], [1.59, -0.84, 0.55], [-2.37, 1.14, -0.95], [0.10, 0.54, 0.40], [0.38, 0.36, 1.75], [-0.77, -0.72, -1.43], [0.28, -2.73, 0.68], [-0.30, 2.40, -0.65], [-1.39, 2.18, -0.09], [0.31, -0.97, -2.10], [1.03, -3.31, 0.61], [-0.17, 2.02, 1.25], [0.72, -0.68, 0.05], [0.36, 0.28, 0.30], [-0.16, -0.06, -0.07], [-0.23, 0.12, -0.28], [-0.31, 0.32, -0.61], [1.75, 0.84, 1.34], [1.58, 0.95, 1.08], [-1.03, -1.08, -1.02], [-0.11, 0.17, -0.72], [0.05, -0.13, 0.21], [-0.56, 0.73, 0.02], [0.21, -0.33, -0.24], [-0.15, 0.24, 0.52], [0.02, 0.07, -0.18], [0.00, 0.06, -0.39], [0.11, -0.26, 0.11], [0.05, 0.23, 0.19], [0.09, -0.01, 0.30], [0.10, -0.42, -0.46], [0.10, 0.12, -0.17], [0.17, 0.14, 0.20], [0.33, -0.07, 0.21], [-0.46, -0.21, -0.27], [-0.28, -0.23, 0.09], [0.55, 0.07, 0.10], [0.06, 0.17, 0.17], [-0.29, 0.01, 0.04], [-0.27, -0.12, 0.12], [0.49, -0.26, -0.31], [-0.75, -0.62, -0.19], [-0.58, 0.15, -0.24], [0.33, 0.05, 0.30], [0.26, -0.17, 0.03], [-0.05, -0.20, -0.22], [-0.24, 0.09, -0.10], [-0.31, 0.28, 0.08], [-0.02, 0.36, 0.31], [-0.05, 0.42, -0.18], [-0.04, -0.03, -0.41], [0.05, -0.44, -0.31], [0.01, -0.77, 0.20], [-0.11, 0.10, -0.50], [0.29, 0.28, -0.28], [0.28, 0.21, 0.19], [0.07, -0.07, 0.47], [-0.37, -0.34, 0.38], [0.46, 0.23, 0.14], [0.04, 0.30, 0.28], [-0.33, 0.12, 0.14], [-0.37, -0.21, -0.13], [-0.03, -0.45, -0.43]], "mulliken_charge": [-1.252, -0.092, -0.233, 0.165, -0.498, 0.356, -0.763, 0.334, -0.228, -0.942, 0.656, -0.332, -0.779, 1.016, -0.470, -0.809, -0.424, -0.934, -0.796, 0.450, 0.278, 0.132, 0.492, 0.076, 0.272, 0.241, 0.435, -0.060, 0.210, 0.538, 0.353, 0.237, 0.344, 0.288, 0.269, 0.551, -0.459, 0.143, -0.127, 0.159, -0.426, 0.818, -0.309, -0.317, 0.543, -0.599, 0.623, -0.626, -0.485, -0.441, -0.526, -0.241, 0.564, 0.014, -0.533, -0.080, -0.517, 0.925, 0.060, -0.416, -0.891, -0.261, -0.612, 0.282, 0.525, -0.592, -0.509, -0.621, -0.705, -0.478, 0.583, -0.297, -0.602, -0.466, -0.640, -0.345, 0.395, 0.445, 0.326, 0.337, 0.329, 0.391, 0.361, 0.414, 0.337, 0.333, 0.347, -0.510, 0.237, 0.364, 0.329, 0.372, 0.373, 0.282, 0.366, 0.335, 0.356, 0.280], "energy_ha": -5635.466964, "total_charge": -2, "lumo_ha": 0.1523, "homo_ev": -1.325}

{"formula": "C2H7NSi", "method": "ωB97M-V/def2-TZVPD", "elements": ["C", "C", "N", "Si", "H", "H", "H", "H", "H", "H", "H"], "coordinates": [[-1.624, -0.283, -0.030], [-0.651, 0.907, 0.005], [0.608, 0.989, -0.010], [1.841, -0.224, -0.005], [-1.889, -0.522, 0.997], [-1.153, -1.147, -0.487], [-2.523, 0.000, -0.570], [-1.184, 1.861, 0.066], [1.848, -0.889, 1.300], [3.058, 0.554, -0.222], [1.668, -1.245, -1.044]], "forces_ev_per_a": [[1.21, 0.55, -0.03], [-0.46, 0.19, -0.05], [-0.76, -0.33, 0.07], [-0.17, 0.27, -0.01], [-0.12, -0.07, 0.13], [-0.03, -0.21, -0.05], [-0.07, -0.02, -0.05], [-0.14, 0.12, 0.03], [0.11, -0.13, 0.26], [0.40, -0.16, -0.05], [0.02, -0.20, -0.24]], "mulliken_charge": [-0.927, 0.142, -0.399, 0.315, 0.273, 0.282, 0.293, 0.332, -0.096, -0.107, -0.108], "energy_ha": -424.620017, "e_above_lowest_kj_mol": 0.0, "total_charge": 0, "lumo_ha": 0.0369, "smiles": "C/C=N\\[SiH3]", "homo_ev": -9.108}

Kohn-Sham gap (eV)
8.8, 8.7, 5.5, 10.1